No. 1
{"formula": "C32H47FN11SW", "method": "the ωB97M-V functional and the def2-TZVPD basis", "gap_ev": 7.07, "mol_weight_g_mol": 820.7, "total_charge": 3, "elements": ["W", "C", "C", "N", "C", "C", "S", "C", "C", "N", "H", "H", "H", "H", "H", "H", "H", "H", "H", "H", "H", "H", "H", "H", "N", "C", "N", "C", "N", "N", "C", "N", "C", "C", "C", "C", "C", "N", "H", "H", "H", "H", "H", "H", "H", "H", "C", "C", "C", "C", "C", "C", "C", "C", "C", "C", "C", "C", "N", "C", "C", "C", "C", "C", "C", "F", "H", "H", "H", "H", "H", "H", "H", "H", "H", "H", "H", "H", "H", "H", "H", "H", "H", "H", "H", "H", "H", "N", "N", "H", "H", "H", "H"], "positions_angstrom": [[-0.016, -0.015, 0.348], [-1.942, 0.531, 3.020], [-0.527, 0.241, 3.443], [0.055, -0.731, 2.476], [-0.421, -2.125, 2.812], [-1.683, -2.505, 2.079], [-1.716, -1.775, 0.386], [-3.346, -0.963, 0.496], [-3.257, 0.500, 0.947], [-1.936, 0.818, 1.558], [-2.357, 1.375, 3.570], [-2.595, -0.315, 3.210], [-0.493, -0.163, 4.455], [0.068, 1.150, 3.438], [1.055, -0.757, 2.669], [-0.572, -2.200, 3.890], [0.370, -2.812, 2.551], [-2.587, -2.189, 2.589], [-1.743, -3.584, 1.964], [-3.936, -1.577, 1.171], [-3.806, -1.033, -0.485], [-4.049, 0.723, 1.662], [-3.410, 1.161, 0.099], [-1.832, 1.825, 1.485], [-2.282, -0.288, -2.377], [-2.042, 0.985, -2.049], [-2.728, 1.892, -2.713], [-2.574, 3.168, -2.360], [-3.229, 4.101, -3.014], [-1.762, 3.564, -1.335], [-1.109, 2.625, -0.736], [-1.162, 1.282, -1.019], [-0.196, 3.058, 0.358], [0.023, 4.395, 0.625], [0.984, 4.743, 1.568], [1.707, 3.738, 2.188], [1.414, 2.419, 1.887], [0.462, 2.075, 1.010], [-2.861, -0.412, -3.196], [-1.607, -1.005, -2.177], [-3.838, 3.851, -3.778], [-3.123, 5.070, -2.759], [-0.540, 5.141, 0.083], [1.177, 5.785, 1.792], [2.487, 3.964, 2.903], [1.959, 1.611, 2.357], [1.328, -4.882, -1.794], [0.460, -4.165, -0.747], [-0.708, -5.095, -0.383], [1.293, -3.766, 0.464], [1.691, -4.766, 1.345], [2.523, -4.496, 2.418], [3.015, -3.215, 2.606], [2.655, -2.169, 1.761], [3.340, -0.812, 1.962], [4.806, -0.847, 1.505], [3.340, -0.334, 3.425], [1.732, -2.453, 0.728], [1.334, -1.372, -0.178], [2.063, -1.579, -1.413], [3.341, -2.151, -1.430], [4.023, -2.365, -2.617], [3.433, -2.059, -3.835], [2.148, -1.541, -3.857], [1.509, -1.316, -2.659], [0.255, -0.800, -2.701], [0.694, -5.284, -2.585], [1.858, -5.721, -1.339], [2.066, -4.227, -2.250], [0.050, -3.263, -1.204], [-0.369, -6.128, -0.291], [-1.464, -5.078, -1.168], [-1.183, -4.837, 0.563], [1.357, -5.783, 1.177], [2.821, -5.294, 3.087], [3.715, -3.032, 3.411], [2.837, -0.074, 1.332], [5.375, -1.571, 2.090], [5.263, 0.134, 1.647], [4.910, -1.105, 0.455], [3.987, -0.964, 4.036], [2.367, -0.335, 3.929], [3.748, 0.677, 3.493], [3.799, -2.453, -0.502], [5.014, -2.796, -2.589], [3.958, -2.243, -4.762], [1.638, -1.318, -4.785], [2.997, 1.171, -0.873], [1.588, 1.171, -1.154], [3.459, 1.848, -1.473], [3.375, 0.259, -1.095], [1.366, 1.015, -2.137], [1.330, 2.129, -0.972]], "forces_ev_per_a": [[0.39, 0.73, -0.04], [0.03, 0.03, -0.03], [0.04, 0.05, 0.01], [0.02, -0.14, 0.35], [-0.02, 0.08, -0.10], [0.05, 0.02, -0.05], [-0.27, -0.20, 0.13], [0.03, 0.04, -0.04], [0.08, -0.02, 0.00], [-0.29, 0.02, 0.06], [0.01, 0.00, 0.02], [-0.01, -0.03, 0.00], [0.01, -0.01, 0.01], [0.01, -0.01, -0.01], [0.10, -0.03, -0.03], [-0.05, 0.04, 0.00], [0.10, -0.04, 0.02], [-0.01, 0.01, -0.01], [0.03, -0.01, -0.02], [0.00, 0.00, -0.01], [0.00, 0.01, -0.03], [-0.02, -0.02, 0.00], [0.01, -0.01, -0.01], [-0.03, 0.02, -0.01], [-0.04, 0.04, 0.03], [0.00, -0.04, 0.03], [-0.04, 0.06, -0.02], [-0.01, -0.12, -0.02], [0.00, 0.04, 0.01], [-0.01, 0.14, 0.04], [-0.07, -0.08, -0.10], [0.14, -0.04, 0.11], [0.03, 0.03, 0.04], [-0.06, 0.03, -0.05], [0.06, -0.02, 0.04], [-0.02, 0.09, -0.01], [0.01, -0.11, -0.02], [0.08, -0.23, 0.08], [-0.01, -0.02, 0.00], [0.01, -0.02, 0.03], [0.00, -0.01, 0.00], [0.00, 0.01, -0.01], [0.00, -0.02, 0.00], [0.00, -0.02, 0.00], [-0.01, -0.01, 0.00], [-0.03, 0.02, -0.03], [-0.03, 0.00, -0.02], [0.01, -0.08, 0.03], [0.05, -0.02, 0.03], [-0.04, 0.15, 0.01], [0.02, -0.05, 0.02], [0.01, -0.05, 0.01], [0.01, 0.01, 0.01], [-0.06, 0.07, -0.05], [-0.02, -0.08, 0.06], [-0.01, 0.01, -0.01], [0.00, -0.04, 0.01], [0.02, -0.01, 0.15], [0.03, -0.31, -0.34], [0.02, 0.09, 0.01], [0.03, 0.08, 0.02], [0.02, 0.01, 0.00], [0.03, -0.03, -0.03], [0.01, 0.00, -0.03], [0.26, -0.13, 0.09], [-0.22, 0.11, -0.14], [0.01, 0.02, 0.00], [-0.03, 0.00, 0.00], [0.01, 0.01, 0.00], [-0.02, 0.06, -0.02], [0.00, 0.02, 0.01], [0.02, -0.02, 0.00], [-0.04, 0.02, -0.03], [0.00, 0.02, 0.01], [-0.01, 0.01, 0.00], [0.00, -0.01, -0.01], [-0.05, 0.04, 0.03], [-0.01, 0.00, -0.01], [0.00, -0.02, 0.02], [0.04, 0.01, -0.01], [0.00, 0.01, 0.01], [-0.05, 0.00, -0.04], [0.00, -0.02, -0.02], [-0.01, -0.02, -0.04], [-0.01, 0.00, 0.02], [-0.01, 0.01, 0.01], [-0.01, 0.01, 0.02], [-0.02, 0.07, 0.17], [-0.21, -0.06, -0.08], [0.01, -0.02, -0.03], [0.01, -0.12, -0.03], [0.18, -0.11, -0.02], [-0.13, 0.08, -0.15]], "lowdin_charge": [1.5201, -0.1316, -0.1555, -0.1526, -0.1806, -0.3182, 0.9560, -0.3412, -0.1910, -0.1544, 0.1527, 0.1188, 0.1447, 0.1025, 0.0634, 0.1475, 0.0851, 0.0783, 0.0837, 0.0956, 0.0805, 0.1426, 0.1090, 0.1020, 0.1861, -0.4189, 0.2058, -0.3886, 0.2445, 0.2132, -0.2972, -0.0022, -0.2296, 0.0496, 0.0293, 0.0233, -0.0918, -0.0659, 0.1469, 0.0599, 0.1451, 0.1411, 0.1331, 0.1405, 0.1370, 0.0935, -0.0193, -0.3699, -0.0559, -0.1459, -0.0023, -0.0132, -0.0070, -0.1767, -0.3824, -0.0318, -0.0567, -0.2383, -0.1300, -0.2515, -0.0331, -0.0336, -0.0247, 0.0291, -0.2493, 0.0065, 0.0989, 0.0990, 0.0607, 0.0830, 0.0938, 0.0944, 0.0517, 0.1316, 0.1280, 0.1264, 0.0694, 0.1009, 0.0967, 0.0618, 0.0939, 0.0738, 0.0914, 0.1150, 0.1303, 0.1297, 0.1381, 0.0476, -0.0845, 0.1117, 0.0573, 0.1013, 0.0721]}

No. 2
{"formula": "C32H47N5Pt", "method": "the ωB97M-V functional and the def2-TZVPD basis", "gap_ev": 6.25, "mol_weight_g_mol": 696.8, "total_charge": 2, "de_lowest_kcal_mol": 0.0, "elements": ["Pt", "C", "N", "C", "C", "C", "N", "C", "C", "H", "H", "H", "H", "H", "H", "H", "H", "H", "H", "H", "H", "H", "H", "H", "H", "C", "C", "C", "C", "C", "C", "C", "C", "N", "C", "C", "C", "C", "N", "C", "C", "C", "C", "C", "C", "C", "C", "H", "H", "H", "H", "H", "H", "H", "H", "H", "H", "H", "H", "H", "H", "H", "H", "H", "H", "H", "H", "H", "H", "H", "H", "N", "C", "C", "C", "C", "C", "C", "H", "H", "H", "H", "H", "H", "H"], "positions_angstrom": [[-0.195, -0.067, -0.113], [-1.982, -2.464, -0.376], [-1.043, -1.870, 0.611], [-1.754, -1.771, 1.912], [0.093, -2.802, 0.847], [1.030, -2.724, -0.317], [1.480, -1.312, -0.467], [2.078, -1.207, -1.824], [2.544, -1.033, 0.537], [-2.264, -3.469, -0.054], [-1.530, -2.513, -1.364], [-2.874, -1.848, -0.424], [-1.936, -2.780, 2.289], [-2.708, -1.274, 1.780], [-1.131, -1.221, 2.616], [-0.289, -3.815, 0.991], [0.586, -2.486, 1.767], [0.537, -3.023, -1.240], [1.899, -3.371, -0.182], [2.809, -2.009, -1.949], [2.583, -0.255, -1.936], [1.300, -1.312, -2.577], [3.323, -1.794, 0.455], [2.123, -1.016, 1.540], [2.983, -0.064, 0.326], [0.891, 1.689, -3.582], [2.050, 1.950, -2.658], [3.330, 2.178, -3.149], [4.388, 2.428, -2.286], [4.180, 2.471, -0.916], [2.913, 2.257, -0.379], [2.662, 2.376, 1.099], [1.885, 1.974, -1.274], [0.561, 1.747, -0.739], [-0.206, 2.767, -0.625], [0.150, 4.163, -1.006], [-1.559, 2.473, -0.086], [-2.545, 3.575, 0.081], [-1.765, 1.239, 0.194], [-3.046, 0.888, 0.758], [-3.238, 1.069, 2.128], [-2.149, 1.621, 3.011], [-4.471, 0.702, 2.650], [-5.468, 0.193, 1.828], [-5.254, 0.057, 0.466], [-4.034, 0.418, -0.103], [-3.818, 0.368, -1.591], [1.244, 1.455, -4.584], [0.244, 2.566, -3.665], [0.270, 0.860, -3.234], [3.496, 2.157, -4.219], [5.378, 2.599, -2.685], [5.005, 2.683, -0.248], [3.578, 2.208, 1.663], [1.914, 1.665, 1.459], [2.307, 3.379, 1.352], [1.218, 4.285, -1.151], [-0.201, 4.866, -0.252], [-0.357, 4.417, -1.942], [-2.571, 4.196, -0.814], [-2.228, 4.219, 0.906], [-3.542, 3.203, 0.295], [-1.168, 1.217, 2.751], [-2.355, 1.383, 4.053], [-2.082, 2.710, 2.939], [-4.653, 0.818, 3.711], [-6.424, -0.086, 2.251], [-6.044, -0.319, -0.172], [-4.564, -0.263, -2.069], [-2.826, -0.009, -1.851], [-3.905, 1.365, -2.030], [1.476, -0.437, 3.863], [2.652, 0.349, 3.982], [2.576, 1.655, 4.453], [3.713, 2.448, 4.494], [4.937, 1.948, 4.071], [5.014, 0.639, 3.614], [3.879, -0.158, 3.563], [1.620, -1.405, 4.127], [0.736, -0.072, 4.448], [1.628, 2.047, 4.806], [3.645, 3.457, 4.879], [5.825, 2.562, 4.119], [5.968, 0.228, 3.309], [3.955, -1.187, 3.229]], "forces_ev_per_a": [[-0.02, 0.15, 0.03], [-0.02, 0.02, -0.04], [0.03, 0.01, 0.07], [-0.06, 0.02, 0.01], [0.05, -0.01, -0.06], [-0.03, 0.01, 0.03], [0.00, 0.03, -0.12], [0.03, -0.05, 0.03], [-0.03, 0.05, 0.00], [0.00, 0.01, 0.02], [0.01, 0.00, 0.01], [-0.01, 0.01, -0.01], [0.02, 0.01, 0.01], [0.02, -0.02, 0.01], [-0.02, -0.02, 0.01], [-0.01, 0.00, 0.00], [0.00, -0.02, -0.01], [0.00, 0.00, 0.00], [0.00, 0.01, 0.01], [0.00, 0.00, 0.00], [0.00, -0.01, 0.00], [0.00, 0.00, 0.00], [0.00, -0.01, 0.01], [0.02, -0.01, -0.02], [0.00, -0.01, 0.00], [0.00, 0.01, 0.02], [0.01, 0.01, -0.03], [-0.01, -0.01, 0.02], [-0.01, 0.00, 0.01], [0.01, -0.02, -0.01], [0.04, -0.02, 0.01], [0.01, 0.00, 0.01], [-0.06, 0.02, 0.00], [0.14, -0.11, -0.08], [-0.06, 0.10, 0.00], [0.02, -0.03, -0.01], [0.03, 0.01, -0.11], [-0.01, 0.00, 0.00], [-0.03, -0.10, 0.20], [0.02, 0.03, -0.02], [0.06, -0.01, -0.03], [-0.06, -0.06, 0.01], [-0.06, 0.01, -0.02], [0.02, 0.01, 0.04], [0.05, 0.00, -0.04], [-0.08, -0.03, 0.03], [0.03, -0.02, 0.01], [0.00, 0.00, 0.00], [-0.01, 0.00, 0.00], [0.00, 0.00, 0.00], [0.01, 0.00, 0.00], [0.00, 0.00, 0.00], [0.00, 0.00, 0.01], [-0.01, 0.01, 0.00], [0.00, 0.02, -0.02], [-0.01, 0.00, 0.00], [0.00, 0.00, 0.00], [0.00, 0.00, 0.02], [0.00, 0.02, 0.01], [0.01, 0.00, -0.01], [-0.01, 0.01, -0.01], [0.00, 0.00, 0.00], [0.05, -0.03, 0.00], [0.01, 0.02, 0.01], [-0.02, 0.01, -0.02], [0.00, 0.00, 0.00], [0.00, -0.01, 0.01], [0.00, 0.01, -0.01], [0.00, 0.00, -0.01], [0.00, 0.00, -0.02], [-0.01, 0.01, 0.01], [-0.17, -0.10, 0.02], [-0.03, -0.04, -0.08], [0.04, 0.02, -0.03], [-0.01, -0.01, 0.03], [0.01, 0.00, 0.00], [0.00, -0.01, 0.00], [0.03, 0.02, 0.04], [0.15, 0.04, 0.04], [-0.03, 0.02, 0.03], [0.00, 0.00, -0.01], [0.00, 0.00, 0.00], [0.00, 0.00, 0.00], [0.00, 0.00, 0.00], [0.00, 0.00, 0.00]], "lowdin_charge": [1.1983, -0.0394, -0.3660, -0.0413, -0.1745, -0.1727, -0.3639, -0.0390, -0.0504, 0.1161, 0.0917, 0.0734, 0.1166, 0.0749, 0.0831, 0.1460, 0.1136, 0.1227, 0.1458, 0.1165, 0.0740, 0.0987, 0.1168, 0.0509, 0.0748, -0.0147, -0.2415, -0.0179, -0.0323, -0.0093, -0.2316, -0.0232, -0.2548, 0.0037, -0.2211, 0.0363, -0.2214, 0.0342, 0.0005, -0.2564, -0.2392, -0.0165, -0.0186, -0.0332, -0.0136, -0.2351, -0.0236, 0.0943, 0.0868, 0.0645, 0.1258, 0.1201, 0.1271, 0.0736, 0.0600, 0.1024, 0.1022, 0.1048, 0.1170, 0.1084, 0.1143, 0.1029, 0.0573, 0.0931, 0.0878, 0.1263, 0.1209, 0.1261, 0.0950, 0.0587, 0.0951, 0.0801, -0.3449, -0.0531, -0.0818, -0.0929, -0.0786, -0.0612, 0.0947, 0.0808, 0.1116, 0.1127, 0.1098, 0.1114, 0.1095]}

In order of appearance, electronic energy = -65695.2211; -44632.7997 eV.